## A
C3H3NS2 in the gas phase. Source: the Open Molecules 2025 dataset; level of theory: ωB97M-V/def2-TZVPD.

SMILES: C#CSC(N)=S
HOMO level, eV: -8.635
Frontier orbital gap, eV: 8.452

```
! wB97M-V def2-TZVPD RIJCOSX def2/J DEFGRID3
* xyz 0 1
C -1.588 1.571 0.160
C -0.561 1.323 -0.379
S 0.724 0.991 -1.466
C 1.262 -0.558 -0.087
N 0.176 -1.346 0.104
S 2.657 -0.543 0.673
H -2.389 2.147 0.686
H 0.159 -2.088 0.900
H -0.440 -1.497 -0.591
*
```

---

## B
C3H3NS2 in the gas phase. Source: the Open Molecules 2025 dataset; level of theory: ωB97M-V/def2-TZVPD.

SMILES: CSC(=S)C#N
HOMO level (alpha / beta), eV: -9.059 / -9.061
Frontier orbital gap (alpha / beta), eV: 7.090 / 7.094

```
! wB97M-V def2-TZVPD RIJCOSX def2/J DEFGRID3
* xyz 0 1
C 1.420 0.403 -0.108
S -0.127 1.278 -0.220
C -1.355 0.199 -0.062
S -3.211 0.733 0.040
C -1.182 -1.143 0.180
N -0.802 -2.199 0.457
H 2.010 1.167 0.306
H 1.803 0.040 -1.040
H 1.445 -0.479 0.447
*
```

---

Least stable of them? A.

---

## A
A gas-phase ion, C6H11N (charge -1). Source: the Open Molecules 2025 dataset; level of theory: ωB97M-V/def2-TZVPD.

HOMO level (alpha / beta), eV: 0.331 / -2.578
Frontier orbital gap (alpha / beta), eV: 4.051 / 6.812

```
! wB97M-V def2-TZVPD RIJCOSX def2/J DEFGRID3
* xyz -1 2
C 1.766 -0.877 -0.354
N -0.355 -0.075 -2.001
C -0.442 0.183 -0.534
C 0.770 0.197 0.074
C 1.206 0.984 1.304
C -2.411 -0.302 0.957
C -1.798 0.409 -0.063
H 2.736 -0.497 -0.599
H 1.447 -1.469 -1.137
H 1.930 -1.532 0.527
H -0.892 0.545 -2.617
H -0.134 -0.959 -2.380
H 1.988 1.712 0.970
H 0.241 1.327 1.655
H 1.580 0.414 2.133
H -3.230 0.168 1.508
H -1.990 -1.325 1.263
H -2.413 1.098 -0.707
*
```

---

## B
A molecular structure, C6H11N. Source: the Open Molecules 2025 dataset; level of theory: ωB97M-V/def2-TZVPD.

HOMO level (alpha / beta), eV: -0.228 / -1.714
Frontier orbital gap (alpha / beta), eV: 4.572 / 6.023

```
! wB97M-V def2-TZVPD RIJCOSX def2/J DEFGRID3
* xyz -1 2
C -1.051 -1.483 0.568
N 0.319 -1.153 1.011
C 0.990 -0.158 0.166
C 0.951 -0.391 -1.197
C 0.177 0.858 -1.285
C -1.245 1.118 -1.258
C 1.379 0.962 1.110
H -1.715 -0.702 0.963
H -1.385 -2.396 1.022
H -1.326 -1.505 -0.482
H 0.947 -1.965 1.121
H 0.906 -1.361 -1.809
H 0.837 1.696 -1.188
H -1.672 2.075 -0.885
H -1.934 0.657 -2.018
H 1.510 0.485 2.123
H 2.054 1.768 0.754
H 0.258 1.496 1.283
*
```

---

Least stable of them? B.

---

## A
2 unconnected molecules or ions with the total composition CH6NOP. Source: the Open Molecules 2025 dataset; level of theory: ωB97M-V/def2-TZVPD.

HOMO level (alpha / beta), eV: -7.352 / -8.393
Frontier orbital gap (alpha / beta), eV: 7.353 / 8.503

```
! wB97M-V def2-TZVPD RIJCOSX def2/J DEFGRID3
* xyz 0 1
C 1.086 0.080 0.493
N 0.330 -0.828 -0.388
O -1.772 -0.396 0.580
P -1.205 -0.486 -0.928
H 0.713 1.040 0.835
H 1.417 -0.400 1.438
H 2.010 0.562 0.018
H 0.840 -1.255 -1.070
H -2.683 -0.190 0.760
H -0.735 1.874 -1.739
*
```

---

## B
A molecular structure, CH6NOP. Source: the Open Molecules 2025 dataset; level of theory: ωB97M-V/def2-TZVPD.

HOMO level (alpha / beta), eV: -7.621 / -7.937
Frontier orbital gap (alpha / beta), eV: 6.460 / 7.295

```
! wB97M-V def2-TZVPD RIJCOSX def2/J DEFGRID3
* xyz 0 1
C 0.878 1.063 -0.978
N -0.112 0.217 -0.618
O -1.967 -1.027 0.746
P -1.029 0.070 0.860
H 0.784 2.144 -0.607
H 0.515 -1.595 1.035
H 1.711 0.696 -1.493
H -0.034 -0.846 -0.982
H 1.123 -1.892 1.446
H -1.869 1.170 0.593
*
```

---

Least stable of them? B.

---

## A
A molecular structure, C4H4BrNO. Source: the Open Molecules 2025 dataset; level of theory: ωB97M-V/def2-TZVPD.

HOMO level (alpha / beta), eV: -8.062 / -8.060
Frontier orbital gap (alpha / beta), eV: 8.318 / 8.313

```
! wB97M-V def2-TZVPD RIJCOSX def2/J DEFGRID3
* xyz 0 1
C -0.236 -1.113 -0.100
C 0.251 0.128 0.171
C -2.131 0.075 -0.065
C 1.734 0.601 0.034
N -0.593 1.074 0.263
O -1.550 -1.087 -0.176
Br -3.881 0.279 0.156
H 0.060 -2.004 -0.458
H 1.812 1.673 0.114
H 2.290 0.195 0.860
H 2.245 0.179 -0.797
*
```

---

## B
C4H4BrNO in the gas phase. Source: the Open Molecules 2025 dataset; level of theory: ωB97M-V/def2-TZVPD.

HOMO level, eV: -9.592
Frontier orbital gap, eV: 9.401

```
! wB97M-V def2-TZVPD RIJCOSX def2/J DEFGRID3
* xyz 0 1
C 1.668 -1.252 -0.546
C 0.344 -0.614 -0.584
C 2.804 0.563 -1.135
C -0.396 0.617 -0.293
N 0.430 -1.747 -1.161
O 2.651 -0.748 -1.349
Br 4.130 1.250 -2.381
H 2.099 -1.792 0.401
H 0.344 1.377 0.142
H -0.727 1.169 -1.110
H -1.269 0.292 0.234
*
```

---

Least stable of them? B.

---

## A
4 unconnected molecules or ions with the total composition C4H16N8O4. Source: the Open Molecules 2025 dataset; level of theory: ωB97M-V/def2-TZVPD.

SMILES: NC(N)=O.NC(N)=O.NC(N)=O.NC(N)=O
HOMO level, eV: -9.206
Frontier orbital gap, eV: 9.197

```
! wB97M-V def2-TZVPD RIJCOSX def2/J DEFGRID3
* xyz 0 1
N -2.092 -3.946 1.966
C -1.617 -2.650 1.802
N -0.302 -2.558 1.503
O -2.366 -1.689 1.928
H -1.520 -4.742 1.767
H -3.094 -3.981 2.001
H 0.389 -3.252 1.707
H -0.038 -1.585 1.360
N -3.293 1.838 -2.472
C -2.855 3.003 -1.825
N -1.624 3.424 -2.213
O -3.580 3.636 -1.076
H -2.735 1.493 -3.223
H -4.169 1.512 -2.105
H -1.281 4.332 -1.963
H -1.206 2.810 -2.884
N -0.841 0.051 -0.662
C 0.282 0.549 -0.084
N 0.360 1.896 -0.073
O 1.091 -0.171 0.530
H -0.877 -0.886 -1.025
H -1.544 0.652 -1.047
H -0.297 2.450 -0.604
H 1.017 2.399 0.494
N 3.977 -0.344 1.937
C 4.542 -0.630 0.721
N 3.679 -0.666 -0.311
O 5.766 -0.786 0.606
H 4.529 -0.468 2.762
H 2.980 -0.226 1.916
H 2.661 -0.586 -0.217
H 4.060 -0.878 -1.216
*
```

---

## B
4 unconnected molecules or ions with the total composition C4H16N8O4. Source: the Open Molecules 2025 dataset; level of theory: ωB97M-V/def2-TZVPD.

SMILES: NC(N)=O.NC(N)=O.NC(N)=O.NC(N)=O
HOMO level, eV: -9.461
Frontier orbital gap, eV: 9.612

```
! wB97M-V def2-TZVPD RIJCOSX def2/J DEFGRID3
* xyz 0 1
N -11.264 -3.417 -18.373
C -11.061 -4.778 -18.174
N -11.210 -5.205 -16.883
O -10.706 -5.522 -19.073
H -11.493 -2.882 -17.543
H -11.756 -3.217 -19.228
H -11.629 -4.553 -16.241
H -11.102 -6.183 -16.700
N -9.244 -3.236 -13.927
C -8.941 -2.690 -12.707
N -7.595 -2.697 -12.398
O -9.766 -2.194 -11.953
H -8.785 -4.092 -14.184
H -10.114 -2.997 -14.379
H -7.374 -2.439 -11.452
H -6.994 -3.350 -12.868
N -12.281 2.766 -16.974
C -13.537 2.667 -16.416
N -13.554 2.740 -15.046
O -14.516 2.339 -17.060
H -12.191 2.518 -17.942
H -11.574 3.336 -16.546
H -14.452 2.560 -14.634
H -12.716 2.673 -14.500
N -12.373 -0.509 -16.399
C -11.840 -1.284 -15.415
N -11.558 -0.662 -14.231
O -11.491 -2.452 -15.617
H -12.654 0.448 -16.262
H -12.232 -0.839 -17.336
H -12.005 0.148 -13.846
H -11.111 -1.288 -13.574
*
```

---

## C
4 unconnected molecules or ions with the total composition C4H16N8O4. Source: the Open Molecules 2025 dataset; level of theory: ωB97M-V/def2-TZVPD.

SMILES: NC(N)=O.NC(N)=O.NC(N)=O.NC(N)=O
HOMO level, eV: -8.820
Frontier orbital gap, eV: 8.856

```
! wB97M-V def2-TZVPD RIJCOSX def2/J DEFGRID3
* xyz 0 1
N -2.243 0.585 5.728
C -1.394 0.523 4.749
N -0.189 0.713 5.070
O -1.672 0.052 3.631
H -1.895 0.880 6.629
H -3.204 0.281 5.668
H 0.417 0.687 4.262
H -0.046 1.075 6.001
N -0.808 2.338 -2.150
C 0.194 2.919 -2.694
N 1.237 2.140 -2.826
O 0.195 4.045 -3.142
H -1.506 2.929 -1.722
H -0.628 1.384 -1.870
H 2.046 2.466 -3.336
H 1.227 1.268 -2.316
N -0.018 0.790 0.961
C 0.410 -0.117 0.209
N 0.329 -1.184 0.824
O 0.817 -0.013 -0.896
H -0.057 1.746 0.639
H -0.502 0.550 1.814
H 0.135 -1.055 1.807
H 0.855 -2.022 0.623
N 1.066 -3.326 -4.399
C 0.269 -2.857 -3.529
N 0.913 -2.472 -2.438
O -0.878 -2.770 -3.690
H 0.546 -3.747 -5.156
H 2.060 -3.372 -4.226
H 0.413 -2.057 -1.665
H 1.912 -2.381 -2.561
*
```

---

Least stable of them? C.

---

## A
C4H4ClN in the gas phase. Source: the Open Molecules 2025 dataset; level of theory: ωB97M-V/def2-TZVPD.

SMILES: Clc1ccc[nH]1
HOMO level, eV: -8.373
Frontier orbital gap, eV: 9.217

```
! wB97M-V def2-TZVPD RIJCOSX def2/J DEFGRID3
* xyz 0 1
Cl -2.831 0.056 -0.030
C -1.083 0.124 -0.004
C -0.156 1.138 0.070
C 1.137 0.577 -0.098
C 0.895 -0.677 0.013
N -0.414 -1.019 -0.107
H -0.282 2.294 0.003
H 2.008 1.198 -0.193
H 1.450 -1.658 0.251
H -0.725 -2.033 0.094
*
```

---

## B
C4H4ClN in the gas phase. Source: the Open Molecules 2025 dataset; level of theory: ωB97M-V/def2-TZVPD.

SMILES: Cln1cccc1
HOMO level, eV: -8.666
Frontier orbital gap, eV: 9.223

```
! wB97M-V def2-TZVPD RIJCOSX def2/J DEFGRID3
* xyz 0 1
Cl -2.344 -2.235 0.684
N -0.959 -1.387 0.150
C -0.222 -0.645 1.226
C 0.319 0.395 0.673
C 0.040 0.408 -0.776
C -0.734 -0.714 -0.980
H -0.482 -1.151 2.144
H 1.046 1.126 1.133
H 0.362 0.956 -1.610
H -1.231 -0.864 -1.910
*
```

---

Least stable of them? B.

---

## A
2 unconnected molecules or ions with the total composition CH6N2O2S. Source: the Open Molecules 2025 dataset; level of theory: ωB97M-V/def2-TZVPD.

HOMO level (alpha / beta), eV: -9.733 / -10.993
Frontier orbital gap (alpha / beta), eV: 8.466 / 10.025

```
! wB97M-V def2-TZVPD RIJCOSX def2/J DEFGRID3
* xyz 0 1
C 0.004 1.380 0.366
N 1.488 -0.428 -0.583
N -0.717 -1.418 0.546
O -2.365 0.444 0.476
O -1.060 0.135 -1.538
S -1.126 0.099 -0.117
H 0.258 1.924 -0.546
H 0.640 1.501 1.278
H 2.483 -0.361 -0.422
H 1.074 -0.223 -1.506
H -0.965 -1.447 1.505
H 0.286 -1.606 0.540
*
```

---

## B
2 unconnected molecules or ions with the total composition CH6N2O2S. Source: the Open Molecules 2025 dataset; level of theory: ωB97M-V/def2-TZVPD.

HOMO level (alpha / beta), eV: -10.838 / -9.916
Frontier orbital gap (alpha / beta), eV: 9.937 / 9.339

```
! wB97M-V def2-TZVPD RIJCOSX def2/J DEFGRID3
* xyz 0 1
C 0.527 0.833 0.616
N -1.250 2.153 -0.310
N 0.471 -1.340 -1.010
O 1.247 -1.551 1.403
O -1.058 -1.260 0.997
S 0.274 -0.936 0.606
H 0.413 1.229 1.584
H 1.051 1.335 -0.200
H -1.965 1.540 0.002
H -0.773 1.766 -1.263
H 1.410 -1.753 -1.149
H -0.347 -2.015 -1.275
*
```

---

Least stable of them? A.

---

## A
4 unconnected molecules or ions with the total composition C4H13N2O. Source: the Open Molecules 2025 dataset; level of theory: ωB97M-V/def2-TZVPD.

HOMO level, eV: -14.674
Frontier orbital gap, eV: 6.606

```
! wB97M-V def2-TZVPD RIJCOSX def2/J DEFGRID3
* xyz 1 1
C 2.493 0.950 -0.797
C 2.063 0.000 0.292
C 0.579 -0.309 0.451
C 0.230 -1.354 -0.430
N -1.097 -1.812 -0.401
N -0.161 0.274 1.372
H 3.480 0.746 -1.269
H 1.756 0.879 -1.662
H 2.644 1.938 -0.337
H 2.483 0.287 1.266
H 2.374 -1.048 -0.073
H 0.870 -1.710 -1.199
H -1.787 -1.226 -0.813
H -1.294 -2.812 -0.362
H -4.891 5.082 -2.335
H -4.917 5.120 -3.200
H 0.376 0.373 2.238
H -1.731 0.582 0.881
H -2.723 1.580 0.371
O -2.503 0.656 0.325
*
```

---

## B
2 unconnected molecules or ions with the total composition C4H13N2O. Source: the Open Molecules 2025 dataset; level of theory: ωB97M-V/def2-TZVPD.

HOMO level, eV: -14.900
Frontier orbital gap, eV: 11.247

```
! wB97M-V def2-TZVPD RIJCOSX def2/J DEFGRID3
* xyz 1 1
C -1.336 -1.192 0.155
C -0.305 -1.072 1.273
C 0.929 -0.231 0.986
N 0.579 1.188 0.795
C -0.061 1.591 -0.255
N -0.545 2.825 -0.399
H -1.951 -0.308 -0.054
H -0.877 -1.167 -0.811
H -1.825 -2.142 0.302
H -0.740 -0.840 2.250
H 0.030 -2.095 1.471
H 1.659 -0.320 1.788
H 1.442 -0.615 0.106
H 0.687 1.838 1.563
H 0.049 1.063 -1.194
H -1.319 2.939 -1.036
H -0.626 3.421 0.415
H 0.950 -1.151 -2.896
H 1.858 -2.272 -2.352
O 1.400 -1.461 -2.109
*
```

---

## C
2 unconnected molecules or ions with the total composition C4H13N2O. Source: the Open Molecules 2025 dataset; level of theory: ωB97M-V/def2-TZVPD.

HOMO level, eV: -13.820
Frontier orbital gap, eV: 10.867

```
! wB97M-V def2-TZVPD RIJCOSX def2/J DEFGRID3
* xyz 1 1
C -2.715 1.736 -1.011
C -1.250 1.573 -1.030
O -0.832 0.506 -0.530
N -0.307 2.507 -1.453
H -2.988 2.133 -1.910
H -3.026 2.413 -0.247
H 0.638 2.266 -1.320
H -0.570 3.273 -2.150
H -3.346 0.875 -0.696
C 1.357 -1.862 1.580
C 2.485 -1.590 0.650
N 0.030 -1.475 0.803
H 1.313 -2.791 1.993
H 1.448 -1.011 2.373
H 2.217 -0.888 -0.204
H 2.828 -2.427 -0.064
H -0.523 -2.304 0.744
H -0.441 -0.739 1.400
H 0.321 -0.933 -0.109
H 3.361 -1.262 1.181
*
```

---

## D
2 unconnected molecules or ions with the total composition C4H13N2O. Source: the Open Molecules 2025 dataset; level of theory: ωB97M-V/def2-TZVPD.

HOMO level, eV: -11.674
Frontier orbital gap, eV: 8.469

```
! wB97M-V def2-TZVPD RIJCOSX def2/J DEFGRID3
* xyz 1 1
C -0.119 -1.015 1.174
C 0.343 0.403 1.529
C 0.468 1.252 0.360
C -0.583 1.506 -0.452
N -0.558 2.331 -1.554
N 0.906 -1.726 0.322
H -1.134 -0.926 0.885
H -0.203 -1.598 2.068
H -0.550 0.824 2.148
H 1.244 0.605 2.216
H 1.493 1.750 0.368
H -1.652 1.107 -0.258
H 0.178 3.063 -1.553
H -1.528 2.453 -1.855
H 0.973 -2.790 0.727
H 0.458 -1.748 -0.584
H 1.913 -1.486 0.541
H -0.656 -0.562 -1.705
H -0.563 -1.974 -2.584
O -0.429 -1.467 -1.794
*
```

---

Least stable of them? A.